DFT (ωB97M-V/def2-TZVPD) results for a structure of composition C30H29CrN3O3S3Si.

Geometry as XYZ:
```
70
C30H29CrN3O3S3Si ωB97M-V/def2-TZVPD
C 2.9897 2.0972 -2.0960
C -0.6906 2.7323 2.2843
C 0.5997 5.1025 2.9322
H -1.2002 1.8144 2.0145
H 1.4403 1.6438 -7.0985
C 0.9789 4.3974 1.7943
H -5.3877 0.6478 2.7496
H -0.0686 1.2483 -5.1543
C 0.6618 -2.3921 3.2062
C 1.5803 -0.3104 2.2426
C -2.5295 -1.1739 2.6714
C 1.0200 -1.6958 1.8909
C -1.2240 -5.4980 -0.1284
C 3.1597 1.9849 -5.8448
Cr 0.4089 0.6702 -1.9684
C -1.9024 -3.0181 -1.1408
H 0.8436 0.3061 2.7697
S -1.2400 -0.3485 -3.3546
C 0.6399 2.5163 0.1726
H 2.4211 -1.9816 0.2419
C -0.4098 4.6111 3.7435
C -2.4495 -4.1642 -1.6970
H 4.6290 2.2948 -4.2910
H -0.9507 -6.4661 0.2762
C -2.1123 -5.4120 -1.1898
O 0.0625 -0.3849 -0.4584
H -2.0177 -1.9219 3.2664
H 1.5781 -2.5655 3.7858
C 3.5966 2.0779 -4.5300
H -2.3087 0.5454 -0.2203
C -1.9818 -0.7492 1.4583
H 0.0077 -1.7708 3.8213
C -3.7387 -0.6741 3.1378
C -0.6707 -4.3428 0.4114
N 1.9511 2.3250 -0.0432
C -3.9326 0.6772 1.1673
H 3.8561 2.1243 -6.6614
H -0.6905 5.1618 4.6338
H 2.3275 4.1273 0.5128
H -3.1313 -4.0819 -2.5348
C 2.1367 -2.4718 1.1767
C -2.7170 0.1805 0.7147
H 1.1260 6.0172 3.1732
H 3.8639 2.6633 -1.7832
N 2.0486 1.7974 -1.2950
H -2.5349 -6.3110 -1.6231
H -4.1335 -1.0186 4.0868
C -1.0465 3.4159 3.4355
C 0.3003 3.2216 1.4434
H 0.0264 -4.4493 1.2348
H 3.0233 -2.5117 1.8233
C 2.6799 1.8774 -3.5139
H 1.8954 0.2365 1.3570
Si -0.4067 -1.4311 0.6497
C -0.9884 -3.0767 -0.0835
C 0.9712 1.5155 -5.0170
C -4.4445 0.2563 2.3869
H -2.1785 -2.0554 -1.5561
C 1.8276 1.7159 -6.0922
N 1.3843 1.5878 -3.7583
C -0.0347 -1.5393 -3.7633
H -1.8261 3.0236 4.0756
O -0.2825 2.2243 -0.6378
H -4.4732 1.4035 0.5716
S -0.2823 -2.7840 -4.8115
H 0.1748 -3.3610 3.0691
H 2.4495 -0.4212 2.9045
S 1.4547 -1.2421 -2.9315
H 1.8581 -3.4986 0.9311
O 2.0134 4.8806 1.0594
```

Properties
- F_max (eV Å⁻¹) = 0.5
- E_HOMO (alpha / beta) (Ha) = -0.1777 / -0.1767
- net charge = -1
- relative energy (zero: lowest compared OMol25 entry of this formula, charge and spin) (kcal/mol) = 33.1
- 2S+1 = 4
- frontier orbital gap (alpha / beta) (eV) = 6.5491 / 6.2951

---

DFT (ωB97M-V/def2-TZVPD) results for a structure of composition C30H29CsN7S2.

Geometry as XYZ:
```
69
C30H29CsN7S2 ωB97M-V/def2-TZVPD
H -2.6676 -0.0337 3.7820
H -1.2860 4.7151 0.3111
H -2.4729 -1.9014 2.4793
H 3.2317 1.1749 3.6362
H -6.0709 -2.5144 -0.1801
C -2.8288 -3.1995 0.4019
H -2.0829 -5.0724 1.1192
C -3.9485 -2.4345 0.0107
C -5.3313 -4.3898 0.5476
H 0.2293 -2.2752 1.4191
C 0.5047 -1.1261 -5.5553
H -4.3005 -6.1496 1.2657
H -6.3187 -4.8351 0.6068
C 3.3167 4.2437 -2.1206
H 3.7016 3.2804 -2.4136
Cs -1.0800 0.6236 0.2890
H -1.5066 -2.8316 3.6106
C 2.0674 4.3161 -1.5000
C 3.2781 -0.9234 4.0852
H 2.5934 -0.7273 -5.2158
C -4.2106 -5.1276 0.9181
S 0.6004 1.8740 2.8911
C -1.6600 -0.1892 4.1759
H -1.7346 -0.7963 5.0932
N 2.5831 1.4409 -1.9566
C -0.3482 4.5471 -0.2107
C -0.7683 -3.1171 -0.8121
N 0.3647 5.6718 -0.4976
H 4.1748 7.5190 -2.1318
C 2.3556 6.7293 -1.3466
C 1.2908 0.3385 3.3997
H 3.0061 -3.0327 4.4512
H -1.8985 0.0016 -3.4787
C 0.5470 -0.8693 3.5014
C 4.0725 5.3809 -2.3463
C 2.5203 0.6856 -2.9805
H -0.4950 -3.8219 1.7922
H 0.6652 -1.7182 -6.4477
C -0.7713 -0.9266 -5.0585
H -0.5564 -4.1962 -0.7325
C 1.5763 -0.5705 -4.8777
H 0.0400 6.5611 -0.1625
H 0.1816 -2.5841 -0.9159
H 0.6025 -2.9634 3.9529
C 1.6024 5.5807 -1.1190
N 1.4372 1.9156 -1.4412
C -1.4430 -2.1216 2.7687
N -0.8441 -0.8545 3.1689
N -0.0006 3.3605 -0.5072
H 3.4810 0.2848 -3.2953
C 2.6578 0.2595 3.7154
H 4.3414 -0.9295 4.2993
H 1.9712 7.6940 -1.0350
C 1.3350 0.1837 -3.7328
C -2.9694 -4.5162 0.8334
H -1.6392 -1.3574 -5.5388
N -1.5027 -2.6221 0.3398
C -0.9165 -0.1622 -3.9092
C 1.1821 -2.0503 3.8831
H -1.2235 0.7792 4.4110
C -0.7336 -2.7682 1.5725
C 1.2185 3.1386 -1.1771
H 5.0392 5.2970 -2.8244
N 0.1052 0.3968 -3.2642
C 2.5403 -2.0961 4.1697
H -1.3644 -2.9484 -1.7104
S -3.8324 -0.7810 -0.5529
C 3.5879 6.6258 -1.9583
C -5.1959 -3.0858 0.1054
```

Properties
- F_max (eV Å⁻¹) = 0.8
- E_HOMO (Ha) = -0.1241
- net charge = -1
- relative energy (zero: lowest compared OMol25 entry of this formula, charge and spin) (kcal/mol) = 20.4
- 2S+1 = 1
- frontier orbital gap (eV) = 5.2327

---

DFT (ωB97M-V/def2-TZVPD) results for a structure of composition C30H29LuN5O4S3.

Geometry as XYZ:
```
72
C30H29LuN5O4S3 ωB97M-V/def2-TZVPD
S 2.1053 -2.1071 1.7625
H -1.7339 -2.9809 -6.7044
C 2.0228 -3.8950 1.5371
C 3.3227 -3.3025 -2.2399
C -1.0455 -1.7721 2.7837
C -2.9468 -4.0334 -5.2883
C -0.3752 2.2186 -1.8410
H 3.9354 -0.7184 2.0904
H -0.9069 4.9754 -3.7871
H -4.1810 -0.7893 3.5119
H 2.9401 -1.3555 -3.1187
C -1.1679 -2.5370 -4.6833
Lu 0.5106 -0.7532 -0.5111
H 4.6058 -2.7320 -0.1117
H -2.3763 -2.2946 4.3691
N -4.2719 -5.1762 -3.5476
H 5.4643 -1.2666 0.3104
H 3.6308 -4.4428 0.1900
C -3.1793 -4.2469 -3.9432
C -1.9284 -3.1650 -5.6571
C 2.5446 -4.4838 0.2280
C 4.0018 2.8663 -1.2285
C 3.6375 -1.8125 -2.4168
N -1.3255 0.4098 0.0747
N 0.6002 1.3889 -1.4639
C -2.4464 -3.6393 -2.9496
C -1.1466 4.1473 -3.1308
C -0.6162 -2.1105 -2.3037
H 0.9603 -4.1198 1.6561
C -2.5056 3.9344 -2.7597
C 2.6989 2.5111 -0.9113
H -3.5575 -4.5422 -6.0197
H 1.8396 0.9261 -3.7699
C 4.4738 -1.7193 0.2540
C -1.4286 -2.7777 -3.3372
O -4.4724 -5.3225 -2.3606
S 3.5099 -0.7780 -0.9459
H -3.7731 2.7495 -1.5244
C 3.8549 -1.7136 1.6492
H 4.6377 -1.6952 -2.8369
H 2.2688 -5.5379 0.1968
C -3.2348 -0.8631 2.9915
C 2.4610 1.4584 -3.0582
C -1.7432 2.0640 -1.4039
H -3.7570 0.5583 1.4447
O -4.9032 -5.7008 -4.4382
H 0.8766 3.5794 -2.9929
N -0.8228 -1.0612 1.6740
O 0.3591 -1.3534 -2.6238
H 4.5943 3.4285 -0.5182
O -0.8769 -2.2716 -1.0650
N -2.1457 1.2650 -0.4115
H 2.5379 -4.3639 2.3776
H 4.4069 -2.3852 2.3094
H 4.1783 1.5447 -4.3386
H -2.6613 -3.8292 -1.9087
C -2.2363 -1.7051 3.4751
H 2.2631 2.7929 0.0405
C 1.9273 1.8024 -1.8237
H 4.1712 -3.8442 -1.8234
C -1.7858 -0.2547 1.2334
H -0.3739 -1.8546 -4.9529
H 3.1484 -3.7291 -3.2274
C -0.1343 3.3613 -2.6854
S 1.8671 -3.6689 -1.2338
C -3.0190 -0.1156 1.8514
C -2.7734 2.9341 -1.8954
H 5.5591 2.7898 -2.7081
H -0.2354 -2.4015 3.1290
H -3.2854 4.5815 -3.1340
C 4.5440 2.5111 -2.4587
C 3.7690 1.8097 -3.3716
```

Properties
- F_max (eV Å⁻¹) = 1.9
- E_HOMO (alpha / beta) (Ha) = -0.3743 / -0.3743
- net charge = +1
- relative energy (zero: lowest compared OMol25 entry of this formula, charge and spin) (kcal/mol) = 2.5
- 2S+1 = 1
- frontier orbital gap (alpha / beta) (eV) = 6.9984 / 6.9972

---

- Look up the net charge of the third one.
  +1